{"formula": "C5H12NO", "method": "ωB97M-V/def2-TZVPD", "species": ["C", "C", "C", "C", "C", "N", "O", "H", "H", "H", "H", "H", "H", "H", "H", "H", "H", "H", "H"], "xyz": [[-1.381, -0.226, 0.880], [1.139, 0.664, -2.546], [-0.790, 0.268, -3.807], [0.461, -1.402, 1.906], [0.223, 0.808, 2.540], [-0.330, -0.263, 1.657], [-0.125, 0.400, -2.685], [-1.767, 0.774, 0.827], [-1.717, -0.977, 0.252], [1.849, 0.988, -3.336], [1.465, 0.826, -1.550], [-1.838, 0.301, -3.629], [-0.281, 0.284, -4.903], [0.241, -2.157, 1.215], [1.578, -1.149, 1.856], [0.183, -1.848, 2.893], [0.058, 0.278, 3.504], [1.408, 0.741, 2.331], [-0.375, 1.692, 2.594]], "mulliken_spin": [0.650, 0.492, 0.537, 0.012, -0.020, 0.263, -0.083, 0.022, -0.010, 0.020, 0.040, 0.040, 0.006, 0.030, -0.015, -0.012, 0.009, 0.009, 0.010], "s2": 2.027, "total_charge": 1, "multiplicity": 3, "relative_energy_ev": 3.5701, "largest_force_ev_per_a": 4.04}